DFT (wB97M-V/def2-TZVPD) results for a structure of composition C27H35CoFN4P2 in a non-equilibrium geometry.

XYZ file:
```
70
C27H35CoFN4P2 (wB97M-V/def2-TZVPD)
H 2.50446 0.44164 -3.20849
C -1.06130 -1.03926 -2.14209
H 1.94497 -1.52511 -4.02979
C 2.72558 -3.60183 -4.02854
H 0.26335 -3.64118 3.35419
H -4.01300 0.51044 -2.89144
H -5.97584 -3.33303 -2.38722
H -6.13215 -0.99338 -3.77091
H -1.68013 1.21909 -3.24706
C 1.94249 1.39692 2.92350
H -1.38576 0.64884 2.10856
C -5.38530 -1.26295 -3.01696
C 0.71179 0.77348 2.41490
C 3.16169 0.48644 -2.36528
H -3.75370 -3.15618 -0.82341
C -2.33696 2.07014 -0.16494
H -2.48389 4.25190 -0.31821
H -2.46617 1.83554 0.88449
H 2.18486 -4.26014 -0.80571
C -0.86822 2.12810 5.13036
H -1.51782 -0.57956 -3.01483
C -4.21251 -2.40317 -1.45037
C -4.34274 -0.46560 -2.54728
C -2.09004 3.08317 -2.19626
H 3.09668 -3.73259 -5.04821
H -0.78649 2.32313 2.38027
H 2.87701 0.92230 2.63924
C 0.61618 -2.64040 2.96675
C -0.67607 1.28282 2.69384
Co -0.25176 -2.55240 0.68855
H -2.19799 0.77272 4.21188
H 0.50835 3.89810 3.01288
H -2.05552 3.79342 -3.03124
C 3.77859 0.25444 -0.24765
P 1.37389 -1.45489 -0.86874
C -1.95014 1.71545 -2.34301
H 0.47998 0.53298 -1.86786
H 2.98153 2.78280 4.19592
C 4.65908 1.16011 -0.85157
H 5.46250 1.67334 -0.34228
P -1.98190 -0.71970 -0.66049
N 2.01616 -2.58581 -2.11082
H 0.75733 0.66466 1.32939
F -1.89314 -3.52436 0.98628
H -1.18210 1.85809 6.15649
C -2.31930 3.30715 -0.80371
H 0.67817 -0.28567 2.67646
H -1.10220 -2.12050 -2.33437
C -1.27191 1.39337 4.06955
H 4.86471 1.74930 -3.04269
H -0.12896 -1.95875 3.40776
C 4.31627 1.25527 -2.22275
C 2.24511 -2.41699 -3.49008
H 1.64661 -2.49954 3.40294
H 3.73178 -0.09664 0.78295
H 0.73410 -0.66456 -3.09745
N 2.84951 -0.16143 -1.17183
N -3.63462 -1.14956 -1.55384
C 0.11935 3.20039 5.14008
C 1.01016 3.51246 3.92298
H 2.95164 -5.59861 -3.06890
N -2.12048 1.07409 -1.10819
C 0.36559 -0.53877 -2.07398
C -5.30015 -2.48877 -2.30388
C 2.70102 -4.54963 -2.98070
C 2.04637 2.45814 3.70624
C 2.32482 -3.89974 -1.81955
H 1.56318 4.38854 4.30433
H 0.73565 2.95429 5.99452
H -0.37229 4.12767 5.36720
```

* 2S+1: 4
* charge: 0
* M: 555.48 g/mol
* HOMO energy (spin up / spin down): -0.302 / -0.302 Ha

Here are the Mulliken charges for atoms 1 to 5, given in e: 0.304 -1.904 0.299 -0.561 0.319